Record 1
Computed, not measured: a cluster of 4 separate species, C2H10O4 in total at a distorted geometry, with wB97M-V/def2-TZVPD.

Output
Electronic energy = -10418.541 eV
ΔE to the lowest compared entry with this formula, charge and spin = 738.3 kJ/mol
E_HOMO = -8.9 eV
Max |F| = 4.80 eV/A
HOMO-LUMO gap = 4.0 eV

Element x y z (Å)
O (-1.07, 0.71, 0.73)
C (-2.03, -0.19, -0.16)
C (-1.39, -1.21, -0.96)
H (-2.71, -0.65, 0.64)
H (-2.46, 0.66, -0.72)
H (-1.25, -1.00, -2.02)
H (-1.69, -2.24, -0.72)
H (1.87, 2.01, -0.96)
H (1.73, -0.18, -0.53)
O (1.35, 1.71, -0.22)
H (1.87, 1.22, 1.28)
H (-0.27, 0.92, 0.24)
O (2.26, 0.64, 1.99)
H (1.98, -0.26, 1.71)
H (0.36, -1.06, 0.00)
O (1.45, -1.08, -0.29)

***

Record 2
Computed, not measured: a structure of composition C17H25BeN at a distorted geometry, with wB97M-V/def2-TZVPD.

Output
Electronic energy = -19918.371 eV
ΔE to the lowest compared entry with this formula, charge and spin = 469.6 kJ/mol
E_HOMO = -8.0 eV
Max |F| = 14.50 eV/A
HOMO-LUMO gap = 6.4 eV

Element x y z (Å)
C (-1.69, -1.31, -1.48)
C (1.39, 0.15, -2.16)
C (-0.97, 0.13, -1.65)
H (-1.88, -1.36, -0.40)
C (1.02, 1.53, -2.03)
H (2.48, 0.01, -2.14)
H (-0.87, 0.01, -2.78)
H (1.81, 2.23, -1.74)
C (-1.48, 1.53, -1.73)
H (-1.66, 2.01, -0.76)
H (-2.39, 1.59, -2.37)
C (-0.35, -2.06, -1.89)
H (-0.59, -2.95, -2.50)
H (0.10, -2.40, -0.95)
C (0.76, -1.16, -2.71)
H (0.37, -0.99, -3.73)
H (1.59, -1.86, -2.85)
C (-0.26, 2.20, -2.51)
H (-0.39, 2.09, -3.60)
H (-0.24, 3.29, -2.38)
Be (0.55, 0.57, -0.98)
H (-2.57, -1.81, -1.93)
C (-2.80, -0.83, 2.02)
N (-1.51, -0.24, 1.66)
C (-1.37, 1.11, 2.19)
C (-0.40, -1.13, 1.94)
C (0.96, -0.49, 1.76)
C (1.80, -0.63, 2.89)
C (3.05, -0.02, 2.94)
C (3.45, 0.68, 1.81)
C (2.61, 0.78, 0.69)
C (1.32, 0.23, 0.62)
H (-3.59, -0.14, 1.70)
H (-2.89, -0.98, 3.11)
H (-2.92, -1.79, 1.51)
H (-1.21, 1.12, 3.28)
H (-0.53, 1.63, 1.70)
H (-2.30, 1.65, 1.97)
H (-0.49, -1.54, 2.98)
H (-0.50, -2.01, 1.27)
H (1.45, -1.19, 3.76)
H (3.68, -0.10, 3.83)
H (4.44, 1.15, 1.79)
H (3.03, 1.32, -0.16)

***

Record 3
Computed, not measured: the molecule C5H7N, with wB97M-V/def2-TZVPD.

Output
Electronic energy = -6784.074 eV
ΔE to the lowest compared entry with this formula, charge and spin = 428.3 kJ/mol
E_HOMO = -6.8 eV
Max |F| = 0.56 eV/A
HOMO-LUMO gap = 7.7 eV

Element x y z (Å)
C (-2.42, 1.26, -0.28)
C (-1.59, 0.39, -0.23)
C (-0.63, -0.71, -0.18)
N (0.75, -0.25, 0.10)
C (1.36, 0.39, -0.89)
C (1.22, -0.55, 1.31)
H (-3.15, 2.04, -0.32)
H (-0.91, -1.44, 0.58)
H (-0.60, -1.23, -1.15)
H (2.32, 0.83, -0.70)
H (0.86, 0.46, -1.85)
H (0.55, -0.93, 2.06)
H (2.24, -0.26, 1.55)

***

Record 4
Computed, not measured: a structure of composition C5H17NO2 at a distorted geometry, with wB97M-V/def2-TZVPD.

Output
Electronic energy = -11040.156 eV
ΔE to the lowest compared entry with this formula, charge and spin = 588.6 kJ/mol
E_HOMO = -8.2 eV
Max |F| = 5.18 eV/A
HOMO-LUMO gap = 6.5 eV

Element x y z (Å)
C (-0.76, -0.52, -1.68)
C (-1.08, 1.01, -1.61)
C (-0.11, -1.20, -0.48)
N (1.34, -0.89, -0.30)
C (1.45, 0.14, 0.58)
C (2.86, 0.42, 1.02)
H (-0.32, -0.69, -2.66)
H (-1.75, -0.97, -1.71)
H (-1.35, 1.37, -0.62)
H (-0.17, 1.54, -1.93)
H (-1.87, 1.12, -2.35)
H (-0.56, -0.92, 0.45)
H (-0.28, -2.23, -0.71)
H (1.85, -1.71, 0.03)
H (0.71, 0.16, 1.44)
H (0.97, 1.19, -0.03)
H (2.90, 1.15, 1.83)
H (3.45, 0.82, 0.20)
H (3.37, -0.47, 1.35)
H (-2.36, -0.36, 1.16)
H (-1.41, 0.67, 2.62)
O (-1.07, 0.35, 1.78)
H (-3.75, -1.11, 1.21)
H (1.02, 1.93, -0.18)
O (-3.08, -0.80, 0.60)

***

Among the records above, which one has the highest max |F|? C17H25BeN